No. 1
C2H2CrO2 as an isolated structure in a non-equilibrium geometry. Source: OMol25; level of theory: wB97M-V/def2-TZVPD.

Results
total charge = +1
electronic energy = -34610.654 eV
HOMO-LUMO gap (spin up / spin down) = 8.064 / 8.406 eV
max |F| = 0.0808 Eh/bohr
multiplicity = 6
HOMO (spin up / spin down) = -14.3 / -14.9 eV

Geometry as XYZ:
```
7
Properties=species:S:1:pos:R:3:mulliken_charge:R:1
O -0.758 -0.896 -0.422 -0.61
C -0.082 -1.088 0.607 0.15
C 0.723 0.003 1.167 0.11
O 0.740 1.100 0.445 -0.75
Cr -0.109 0.814 -1.216 1.36
H 1.640 -0.323 1.682 0.46
H -0.365 -0.766 1.894 0.27
```

No. 2
C2H2CsLiO2 as an isolated structure in a non-equilibrium geometry. Source: OMol25; level of theory: wB97M-V/def2-TZVPD.

Results
total charge = +1
electronic energy = -6945.029 eV
HOMO-LUMO gap (spin up / spin down) = 5.400 / 5.396 eV
max |F| = 0.0221 Eh/bohr
multiplicity = 2
HOMO (spin up / spin down) = -9.1 / -9.1 eV

Geometry as XYZ:
```
8
Properties=species:S:1:pos:R:3:mulliken_charge:R:1
H -0.646 -3.506 -1.241 0.01
O -0.247 1.468 1.141 -0.51
C 0.081 0.520 0.506 0.51
C 0.301 -0.651 -0.075 -0.28
O 0.260 -0.894 -1.382 -0.85
Cs -0.791 4.700 3.378 1.00
H 0.541 -1.452 0.642 0.23
Li 0.500 -0.184 -2.970 0.88
```

No. 3
C2H2CuLiO2 as an isolated structure in a non-equilibrium geometry. Source: OMol25; level of theory: wB97M-V/def2-TZVPD.

Results
total charge = +1
electronic energy = -51036.455 eV
HOMO-LUMO gap (spin up / spin down) = 5.468 / 7.796 eV
max |F| = 0.0910 Eh/bohr
multiplicity = 2
HOMO (spin up / spin down) = -10.8 / -13.2 eV

Geometry as XYZ:
```
8
Properties=species:S:1:pos:R:3:mulliken_charge:R:1
H -0.522 1.198 -0.115 0.14
O 1.402 0.338 -0.526 -0.72
C 0.449 0.584 0.277 0.09
C -0.242 -0.487 0.891 0.06
O -1.492 -0.504 0.543 -0.59
Li 2.670 0.982 -1.588 0.93
Cu -2.440 -1.200 -1.298 0.76
H 0.175 -0.911 1.816 0.33
```

No. 4
C2H2EuF2LiO as an isolated structure in a non-equilibrium geometry. Source: OMol25; level of theory: wB97M-V/def2-TZVPD.

Results
total charge = +2
electronic energy = -29107.446 eV
HOMO-LUMO gap (spin up / spin down) = 9.199 / 8.804 eV
max |F| = 0.2080 Eh/bohr
multiplicity = 9
HOMO (spin up / spin down) = -17.6 / -18.7 eV

Geometry as XYZ:
```
9
Properties=species:S:1:pos:R:3:mulliken_charge:R:1
F 3.668 -1.283 1.415 -0.72
O -0.066 0.272 -0.948 -0.63
Eu 2.185 -0.107 0.308 1.73
Li 4.645 -2.506 2.165 0.92
C -1.429 0.210 -0.789 0.72
C -2.193 1.217 -0.432 -0.50
H -3.269 1.028 -0.411 0.32
F -1.754 -1.054 -0.960 -0.15
H -1.787 2.222 -0.347 0.31
```